Record 1
{
  "formula": "C36H32Cl2NO5PPd",
  "method": "ωB97M-V with the def2-TZVPD basis set",
  "symbols": ["Pd", "Cl", "C", "C", "C", "Cl", "C", "O", "C", "C", "O", "C", "H", "H", "H", "C", "C", "C", "C", "H", "H", "H", "H", "H", "H", "H", "H", "H", "O", "C", "C", "C", "C", "C", "C", "C", "O", "O", "H", "H", "H", "H", "H", "N", "P", "C", "C", "C", "C", "C", "C", "C", "C", "C", "C", "C", "C", "C", "C", "C", "C", "C", "C", "H", "H", "H", "H", "H", "H", "H", "H", "H", "H", "H", "H", "H", "H", "H"],
  "positions_angstrom": [[-0.365, -0.942, 1.382], [3.787, -2.697, -6.521], [2.431, -1.994, -5.622], [1.157, -1.882, -6.195], [0.154, -1.406, -5.461], [-1.369, -1.285, -6.273], [0.279, -0.835, -4.107], [-0.628, -0.262, -3.559], [1.617, -1.053, -3.556], [1.977, -0.623, -2.194], [1.329, -0.083, -1.349], [2.628, -1.617, -4.285], [0.974, -2.265, -7.236], [3.016, -0.956, -1.951], [3.624, -1.686, -3.954], [-0.512, -3.672, 2.890], [-1.063, -2.507, 3.699], [-2.172, -2.976, 4.628], [-1.668, -1.474, 2.754], [-0.253, -4.533, 3.573], [0.383, -3.364, 2.326], [-1.240, -3.962, 2.116], [-0.281, -2.029, 4.299], [-2.973, -3.450, 4.020], [-2.627, -2.119, 5.118], [-1.836, -3.692, 5.426], [-2.044, -0.572, 3.293], [-2.475, -1.937, 2.207], [-0.261, -3.227, -2.228], [-1.558, -3.699, -2.286], [-1.853, -4.686, -3.216], [-3.152, -5.198, -3.257], [-4.187, -4.736, -2.416], [-3.882, -3.736, -1.497], [-2.568, -3.245, -1.437], [-2.294, -2.281, -0.296], [-1.105, -2.316, 0.110], [-3.249, -1.607, 0.134], [0.128, -3.240, -3.108], [-1.025, -5.059, -3.856], [-3.344, -5.951, -3.999], [-5.190, -5.114, -2.585], [-4.581, -3.295, -0.768], [0.512, 0.505, 2.476], [0.732, 1.897, 1.887], [1.037, 3.183, 3.132], [1.629, 4.397, 2.789], [1.715, 5.463, 3.679], [1.245, 5.253, 4.966], [0.682, 4.055, 5.357], [0.607, 3.038, 4.440], [2.194, 2.251, 0.806], [3.439, 1.801, 1.268], [4.586, 1.928, 0.482], [4.534, 2.626, -0.715], [3.321, 3.094, -1.199], [2.169, 2.904, -0.416], [-0.545, 2.660, 0.763], [-1.349, 1.790, 0.006], [-2.206, 2.234, -0.994], [-2.220, 3.607, -1.280], [-1.472, 4.498, -0.517], [-0.638, 4.020, 0.473], [2.045, 4.586, 1.813], [2.039, 6.466, 3.402], [1.262, 6.118, 5.657], [0.355, 3.855, 6.347], [0.209, 2.085, 4.684], [3.496, 1.304, 2.226], [5.531, 1.469, 0.805], [5.485, 2.798, -1.245], [3.291, 3.606, -2.158], [1.209, 3.305, -0.777], [-1.285, 0.718, 0.229], [-2.858, 1.494, -1.448], [-2.921, 3.967, -2.034], [-1.526, 5.561, -0.761], [-0.034, 4.728, 1.098]],
  "atomic_forces_ev_per_a": [[0.5, 0.3, -0.1], [-0.7, 0.4, 0.3], [-0.7, 0.0, 0.5], [3.6, -2.4, -4.1], [-3.0, 1.7, 2.4], [-0.4, 0.1, 0.1], [0.8, -1.4, -2.3], [-1.2, 0.9, 0.9], [-0.2, 1.7, 3.2], [1.1, -1.8, -2.1], [-1.6, 1.3, 1.7], [0.9, -1.1, -2.6], [0.3, 0.5, 1.3], [0.1, 0.1, 0.0], [1.0, 0.0, 0.9], [0.6, -0.6, 0.3], [-0.2, 0.3, -0.1], [-0.4, -0.7, 0.4], [0.2, 0.5, 0.7], [-0.3, 0.6, -0.8], [-0.2, -0.2, 0.3], [0.1, -0.2, 0.4], [0.1, -0.1, -0.1], [0.4, 0.1, 0.4], [-0.1, 0.1, 0.2], [-0.2, 0.4, -0.7], [0.3, -0.5, -0.3], [-0.4, 0.0, -0.1], [-0.9, 0.0, 0.5], [0.7, 0.0, -0.4], [-0.3, -0.4, 0.0], [0.1, 0.4, 0.1], [0.7, 0.1, -0.7], [0.5, -0.2, -0.2], [-0.2, 0.2, 0.9], [-1.2, 0.4, -0.4], [0.5, -0.2, 0.3], [0.5, -0.2, -0.3], [-0.1, -0.1, -0.2], [-0.8, 0.2, 0.3], [-0.3, -0.3, -0.2], [0.1, 0.0, 0.3], [0.3, -0.3, -0.6], [0.1, 0.1, 0.3], [-0.3, 0.1, -0.8], [0.3, 0.9, 0.0], [0.4, 0.7, -0.2], [-0.5, -0.5, 0.5], [-0.2, 1.6, 0.8], [0.6, 0.0, -0.4], [-0.1, -0.4, -0.7], [0.9, -0.2, 0.2], [0.1, -0.3, -0.5], [0.0, -0.1, 0.7], [0.6, 0.0, -0.4], [-0.1, 0.0, 0.7], [-0.5, 0.5, -1.0], [-0.5, -0.3, -0.5], [0.4, -0.2, 0.5], [0.4, 0.6, 0.6], [-0.9, -0.7, 0.0], [-0.1, 0.1, -0.7], [0.7, 0.7, 1.4], [-0.1, -0.3, -0.4], [0.2, -0.4, -0.1], [0.0, -0.6, -0.2], [-0.3, 0.2, 0.8], [-0.5, -0.8, 0.3], [0.0, -0.2, 0.1], [-0.4, 0.4, 0.0], [-0.6, -0.2, 0.0], [-0.2, 0.0, 0.2], [0.7, -0.4, 0.0], [-0.2, 0.3, -0.1], [0.1, 0.3, -0.3], [0.3, 0.1, 0.1], [0.1, -0.2, 0.2], [-0.7, -0.6, -0.8]],
  "lumo_energy_ev": [4.220, 3.312],
  "charge": -2,
  "s_squared": 2.02,
  "fmax_ha_per_bohr": 0.1158,
  "e_homo_ev": [0.6, -2.1],
  "homo_lumo_gap_ev": [3.58, 5.45],
  "spin_multiplicity": 3
}


Record 2
{
  "formula": "C36H32F9MgN7O4PS",
  "method": "ωB97M-V with the def2-TZVPD basis set",
  "symbols": ["Mg", "C", "C", "N", "C", "S", "N", "N", "C", "C", "C", "C", "C", "C", "C", "N", "H", "H", "H", "H", "H", "H", "H", "H", "H", "H", "H", "H", "H", "N", "N", "C", "O", "O", "H", "H", "H", "O", "C", "C", "C", "C", "O", "N", "H", "H", "H", "H", "F", "C", "F", "F", "C", "C", "C", "C", "C", "C", "P", "C", "C", "C", "C", "C", "C", "C", "F", "F", "F", "C", "C", "C", "C", "C", "C", "C", "F", "F", "F", "H", "H", "H", "H", "H", "H", "H", "H", "H", "H", "H", "H"],
  "positions_angstrom": [[-1.873, 0.681, -0.017], [0.606, -1.039, -5.104], [-0.871, -1.386, -4.915], [-1.121, -1.921, -3.602], [-1.629, -1.186, -2.578], [-1.441, -1.812, -1.025], [-2.363, -0.138, -2.898], [-2.762, 0.629, -1.905], [-3.776, 1.414, -2.075], [-4.600, 1.408, -3.336], [-4.093, 2.270, -0.967], [-5.236, 3.083, -0.931], [-5.494, 3.822, 0.204], [-4.596, 3.770, 1.264], [-3.469, 2.971, 1.127], [-3.234, 2.251, 0.056], [0.792, -0.619, -6.090], [0.914, -0.322, -4.346], [1.209, -1.939, -4.997], [-1.499, -0.498, -5.013], [-1.185, -2.126, -5.660], [-0.560, -2.707, -3.309], [-4.174, 0.665, -4.007], [-5.633, 1.137, -3.117], [-4.584, 2.384, -3.822], [-5.912, 3.114, -1.771], [-6.380, 4.441, 0.263], [-4.768, 4.333, 2.169], [-2.715, 2.914, 1.899], [-0.481, 2.464, -1.671], [0.047, 3.248, -0.643], [-0.056, 2.821, 0.684], [0.337, 3.591, 1.549], [-0.523, 1.655, 0.824], [0.244, 2.177, -2.327], [-1.227, 2.943, -2.170], [0.355, 4.195, -0.829], [-4.735, 0.014, 0.922], [-3.920, -0.536, 1.637], [-4.271, -1.560, 2.730], [-2.915, -1.957, 3.281], [-1.933, -1.140, 2.425], [-0.722, -1.252, 2.542], [-2.591, -0.348, 1.574], [-4.812, -2.393, 2.281], [-4.922, -1.093, 3.471], [-2.690, -3.016, 3.162], [-2.778, -1.696, 4.331], [2.378, -6.909, -0.392], [2.736, -6.350, 0.787], [4.060, -6.557, 0.891], [2.167, -7.121, 1.737], [2.345, -4.909, 0.873], [3.313, -3.914, 0.860], [2.930, -2.586, 0.869], [1.590, -2.216, 0.921], [0.640, -3.232, 0.950], [1.000, -4.564, 0.915], [0.911, -0.477, 0.843], [1.762, 0.238, 2.314], [1.005, 0.809, 3.328], [1.606, 1.306, 4.470], [2.987, 1.246, 4.600], [3.763, 0.731, 3.570], [3.148, 0.239, 2.438], [3.682, 1.778, 5.812], [2.887, 1.915, 6.887], [4.237, 2.994, 5.609], [4.706, 0.990, 6.209], [2.093, 0.137, -0.427], [2.287, -0.601, -1.599], [3.040, -0.101, -2.640], [3.597, 1.171, -2.538], [3.366, 1.946, -1.406], [2.622, 1.427, -0.365], [4.399, 1.691, -3.684], [3.635, 1.995, -4.763], [5.092, 2.809, -3.411], [5.304, 0.798, -4.138], [4.361, -4.178, 0.833], [3.711, -1.845, 0.806], [-0.400, -2.959, 0.966], [0.242, -5.334, 0.910], [-0.060, 0.881, 3.194], [1.014, 1.739, 5.260], [4.840, 0.713, 3.659], [3.771, -0.117, 1.635], [1.837, -1.581, -1.681], [3.217, -0.679, -3.535], [3.782, 2.941, -1.349], [2.440, 2.030, 0.512]],
  "atomic_forces_ev_per_a": [[0.6, -0.9, -0.5], [-0.4, 0.0, 0.0], [0.1, 0.1, -0.3], [0.2, 0.0, -0.1], [-0.5, -0.5, 0.1], [0.1, 0.0, 0.3], [0.2, 0.0, -1.7], [-0.6, 0.3, 0.5], [0.1, -0.8, -1.2], [0.3, -0.1, 0.2], [-0.7, 0.9, 0.6], [0.3, -0.3, -0.2], [0.2, 0.1, 0.3], [-0.1, 0.0, -0.2], [-0.2, 0.5, 0.5], [-0.3, 0.2, -0.3], [0.0, 0.1, -0.1], [0.1, 0.1, 0.0], [0.2, -0.1, 0.0], [0.1, -0.1, -0.1], [0.0, 0.1, 0.0], [-0.1, 0.1, 0.1], [-0.1, 0.1, 0.0], [-0.1, 0.0, 0.0], [-0.1, 0.1, 0.0], [0.0, -0.1, -0.1], [0.0, 0.0, 0.0], [0.1, 0.0, 0.1], [0.1, 0.0, 0.2], [0.1, 0.1, -0.1], [-0.1, 0.3, -0.5], [0.1, 0.7, -0.6], [0.2, 0.3, 0.5], [0.3, 0.5, 1.0], [-0.1, 0.0, 0.1], [0.2, -0.1, 0.1], [-0.1, -0.3, 0.2], [-0.4, 0.1, -0.2], [-0.8, -0.6, 0.6], [-0.1, 0.1, -0.1], [0.1, 0.1, -0.1], [-0.2, -0.8, 0.9], [-0.2, -0.3, 0.6], [0.4, 0.6, -0.3], [0.0, 0.1, 0.0], [-0.1, 0.0, -0.1], [0.1, 0.0, 0.0], [0.1, 0.0, 0.0], [-0.2, 0.1, -0.1], [0.1, -0.4, -0.1], [0.2, 0.2, 0.1], [-0.2, 0.1, 0.1], [0.1, 0.1, 0.1], [0.0, -0.3, 0.0], [0.0, 0.0, 0.0], [-0.1, 0.0, 0.0], [0.0, 0.0, 0.0], [0.2, -0.2, 0.0], [1.0, -0.5, -0.4], [-0.1, 0.0, 0.0], [0.0, 0.1, 0.0], [0.3, 0.0, 0.1], [-0.1, 0.0, 0.0], [0.0, 0.1, 0.1], [0.1, 0.1, 0.1], [0.3, 0.2, 0.3], [-0.3, -0.1, 0.0], [0.0, 0.2, -0.2], [0.0, -0.2, -0.1], [-0.1, 0.2, -0.2], [0.0, 0.0, 0.1], [0.2, 0.2, 0.0], [-0.1, 0.1, 0.1], [0.2, -0.1, -0.4], [-0.1, -0.1, 0.0], [0.1, 0.1, -0.4], [-0.2, 0.0, 0.0], [0.0, 0.2, 0.3], [0.0, -0.2, 0.1], [0.0, 0.0, 0.0], [0.0, 0.1, 0.0], [0.0, -0.1, 0.1], [-0.1, -0.1, 0.0], [-0.1, 0.0, 0.1], [-0.1, 0.1, 0.1], [0.1, 0.0, 0.0], [0.0, 0.0, 0.0], [0.0, -0.1, 0.0], [0.0, -0.1, 0.0], [0.0, 0.1, 0.1], [0.1, 0.1, 0.1]],
  "lumo_energy_ev": 2.072,
  "charge": -1,
  "fmax_ha_per_bohr": 0.0327,
  "e_homo_ev": -4.7,
  "homo_lumo_gap_ev": 6.76
}